No. 1
C20H21N3O2 | wB97M-V/def2-TZVPD

The frontier orbital gap is 8.18 eV. As for the total charge: 0. The energy relative to the best compared isomer or geometry (same formula, charge and spin) comes out at 329.2 kcal/mol. The SMILES is COc1ccccc1-n1cnc2cc(C(=O)NC3CCCC3)ccc21. Its energy is -1089.027807 a.u. The HOMO energy is -7.860 eV.

The geometry in XYZ format:
```
46
Properties=species:S:1:pos:R:3:mulliken_charge:R:1
C 3.127 0.579 2.525 -0.832
O 2.932 -0.080 1.161 -0.344
C 4.076 0.130 0.353 0.581
C 5.269 1.072 0.570 -0.407
C 6.348 0.892 -0.299 -0.406
C 6.270 0.122 -1.365 -0.562
C 5.040 -0.529 -1.903 -0.914
C 4.051 -0.585 -0.952 0.077
N 2.821 -1.356 -1.076 -0.074
C 2.871 -2.885 -1.579 -0.102
N 1.741 -3.224 -1.748 -0.588
C 0.786 -1.963 -1.306 1.241
C -0.627 -2.211 -1.417 -1.502
C -1.203 -0.821 -1.173 0.557
C -2.661 -0.814 -1.201 0.376
O -3.252 -1.722 -1.876 -0.751
N -3.279 -0.170 -0.260 -0.157
C -4.720 0.164 -0.388 -0.618
C -5.272 -0.235 1.299 -0.732
C -4.916 0.991 2.249 -1.011
C -4.760 2.297 1.066 -0.723
C -5.057 1.640 -0.187 -0.629
C -0.382 0.161 -0.695 -0.641
C 0.904 0.287 -0.628 -1.604
C 1.581 -1.034 -0.933 0.474
H 2.107 0.400 3.003 0.283
H 4.133 0.297 2.946 0.333
H 3.078 1.785 2.367 0.298
H 5.464 1.477 1.585 0.311
H 7.270 1.460 -0.159 0.364
H 7.086 -0.056 -2.186 0.238
H 4.836 -1.201 -2.538 0.742
H 3.843 -3.451 -1.599 0.360
H -1.173 -3.033 -1.663 0.580
H -2.632 0.260 0.541 0.370
H -5.144 -0.704 -0.685 0.693
H -4.627 -0.942 1.846 0.280
H -6.295 -0.597 1.138 0.485
H -5.902 1.208 2.857 0.250
H -4.163 0.910 2.702 0.684
H -5.473 3.004 1.353 0.372
H -3.726 2.657 1.247 0.243
H -4.618 1.923 -1.140 0.441
H -6.193 1.773 -0.574 0.222
H -0.936 1.053 -0.585 0.626
H 1.378 1.068 -0.693 1.117
```


No. 2
C3H5PS | wB97M-V/def2-TZVPD

The frontier orbital gap (alpha / beta) is 5.34 / 6.48 eV. As for the expectation value of S²: 2.011. As for the total charge: 0. The energy relative to the best compared isomer or geometry (same formula, charge and spin) comes out at 76.7 kcal/mol. Its energy is -856.600980 a.u. The HOMO energy (alpha / beta) is -4.470 / -9.743 eV. Its spin multiplicity is 3.

The geometry in XYZ format:
```
10
Properties=species:S:1:pos:R:3:lowdin_spin:R:1
C -0.082 -0.368 -0.914 0.115
C -1.058 0.217 -0.240 0.155
C -1.841 0.788 0.614 0.050
P 1.531 -0.514 0.008 0.420
S 1.519 -1.291 1.808 1.094
H -0.069 -0.887 -1.867 0.014
H -2.422 0.307 1.306 0.011
H -1.769 1.876 0.595 0.013
H 1.998 0.863 -0.214 0.051
H 2.192 -0.991 -1.095 0.077
```


No. 3
C2H8NS2 | wB97M-V/def2-TZVPD

The frontier orbital gap is 7.66 eV. As for the total charge: +1. The energy relative to the best compared isomer or geometry (same formula, charge and spin) comes out at 46.7 kcal/mol. The SMILES is [NH3+]CCSS. Its energy is -931.797905 a.u. The HOMO energy is -11.990 eV.

The geometry in XYZ format:
```
13
Properties=species:S:1:pos:R:3:mulliken_charge:R:1
N 1.247 -1.073 -0.653 -0.352
C -0.256 -0.737 -0.901 -0.520
C -1.003 -0.370 0.358 -0.536
S -0.669 1.440 0.674 -0.119
S 0.203 2.833 1.916 -0.143
H 1.722 -1.627 -1.357 0.337
H 1.411 -1.484 0.283 0.355
H 1.652 -0.134 -0.460 0.373
H -0.704 -1.588 -1.401 0.338
H -0.199 0.166 -1.547 0.381
H -2.092 -0.408 0.251 0.308
H -0.613 -0.812 1.276 0.370
H -0.697 3.792 1.561 0.209
```


No. 4
C27H30IN4O3RuS2 | wB97M-V/def2-TZVPD

The frontier orbital gap (alpha / beta) is 7.52 / 7.39 eV. As for the expectation value of S²: 0.758. As for the total charge: 0. The energy relative to the best compared isomer or geometry (same formula, charge and spin) comes out at 21.9 kcal/mol. Its energy is -2680.538298 a.u. The HOMO energy (alpha / beta) is -8.403 / -8.424 eV. Its spin multiplicity is 2.

The geometry in XYZ format:
```
68
Properties=species:S:1:pos:R:3:lowdin_spin:R:1
Ru 0.267 -1.101 -0.008 0.801
C 3.270 -1.491 1.287 0.002
C 2.237 -0.469 1.657 0.011
N 1.055 -0.829 2.051 -0.004
N 0.297 0.091 2.746 0.016
C -0.896 0.300 2.383 0.001
S -1.662 -0.368 0.962 0.045
S -1.892 1.408 3.362 0.001
C -1.251 2.985 2.661 -0.001
C -2.089 3.487 1.521 0.001
C -1.776 3.139 0.210 0.003
C -2.572 3.574 -0.840 0.001
C -3.691 4.357 -0.591 0.000
C -4.000 4.719 0.713 0.001
C -3.205 4.283 1.761 0.000
C 2.485 0.964 1.474 0.004
C 3.371 1.729 2.220 0.001
C 3.452 3.094 2.008 0.004
C 2.646 3.677 1.035 0.000
C 1.775 2.914 0.276 0.004
C 1.680 1.537 0.481 0.001
O 0.869 0.795 -0.295 0.057
H 3.250 -2.324 1.989 0.000
H 3.085 -1.897 0.292 0.001
H 4.252 -1.021 1.286 0.000
H -1.260 3.676 3.503 0.000
H -0.223 2.792 2.361 0.000
H -0.905 2.525 0.013 0.002
H -2.316 3.306 -1.858 0.000
H -4.322 4.680 -1.409 0.000
H -4.859 5.347 0.913 0.000
H -3.448 4.561 2.781 0.000
H 3.983 1.254 2.978 0.000
H 4.134 3.699 2.591 0.000
H 2.701 4.744 0.860 0.000
H 1.159 3.368 -0.490 0.000
I -2.250 -5.973 5.161 0.000
C -1.176 -5.377 3.473 0.000
C -1.569 -4.245 2.778 0.001
C -0.827 -3.846 1.677 0.004
C 0.308 -4.537 1.285 0.001
C 0.663 -5.693 1.973 0.000
C -0.077 -6.121 3.064 0.000
C 1.204 -4.095 0.155 0.005
O 2.040 -4.862 -0.271 0.006
O 1.071 -2.874 -0.328 0.029
H -2.434 -3.675 3.087 0.000
H -1.166 -2.991 1.113 0.003
H 1.534 -6.244 1.645 0.000
H 0.207 -7.018 3.596 0.000
C 1.218 0.473 -4.695 0.000
C 0.001 -0.228 -4.105 0.001
C -1.249 0.641 -4.271 0.000
C -0.203 -1.581 -4.782 0.000
N 0.335 -0.446 -2.685 0.004
N -0.639 -1.162 -1.923 -0.005
H 1.081 0.651 -5.762 0.000
H 2.107 -0.142 -4.551 0.000
H 1.387 1.435 -4.205 0.000
H -1.408 0.883 -5.323 0.000
H -1.145 1.578 -3.719 0.000
H -2.148 0.128 -3.921 0.000
H -0.245 -1.455 -5.864 0.000
H -1.139 -2.054 -4.477 0.000
H 0.626 -2.251 -4.546 0.000
H 0.521 0.434 -2.212 0.000
H -0.660 -2.114 -2.273 0.001
H -1.567 -0.744 -1.978 0.000
```